This record from the OMol25 dataset describes a molecular structure, C34H29N9ReS. The level of theory is the ωB97M-V functional and the def2-TZVPD basis.

As for the spin multiplicity: 4. Its net charge is +2. As for the highest occupied orbital energy (alpha / beta): -13.81 / -13.78 eV. The calculation puts the frontier orbital gap (alpha / beta) at 6.76 / 6.15 eV.

CARTESIAN COORDINATES (ANGSTROEM)
Re  -0.4523  1.1315  -0.7007
C  0.4350  -4.4654  0.5778
C  -0.3677  -4.6858  -0.7157
C  -0.8478  -6.1367  -0.7516
C  0.5397  -4.4409  -1.9343
C  -1.5250  -3.6941  -0.7561
C  -2.8684  -4.0992  -0.7986
C  -3.9210  -3.2026  -0.8426
C  -3.6302  -1.8473  -0.8424
S  -4.6973  -0.4640  -0.8927
C  -3.3475  0.5825  -0.8509
N  -2.1784  -0.0361  -0.7974
C  -2.3013  -1.4183  -0.7919
C  -1.2555  -2.3312  -0.7507
C  -3.3119  2.0288  -0.8297
C  -4.4327  2.8523  -0.8438
C  -4.2661  4.2268  -0.7824
C  -2.9910  4.7718  -0.7110
C  -1.8643  3.9522  -0.6994
C  -2.0191  2.5822  -0.7571
H  1.2441  -5.1940  0.6396
H  -0.2033  -4.5896  1.4541
H  0.8800  -3.4688  0.6137
H  0.0157  -6.8008  -0.7291
H  -1.4059  -6.3523  -1.6643
H  -1.4690  -6.3757  0.1129
H  1.3376  -5.1836  -1.9588
H  1.0090  -3.4550  -1.8962
H  -0.0293  -4.5225  -2.8623
H  -3.1043  -5.1535  -0.7952
H  -4.9441  -3.5527  -0.8737
H  -0.2345  -1.9603  -0.7055
H  -5.4217  2.4122  -0.8975
H  -5.1330  4.8731  -0.7825
H  -2.8691  5.8455  -0.6586
H  -0.8771  4.3952  -0.6431
N  6.7327  1.3238  6.6895
C  5.9392  1.3506  5.8596
C  4.9446  1.3737  4.8286
C  4.1480  2.5038  4.6520
C  3.1766  2.5129  3.6667
C  3.0016  1.4006  2.8484
C  3.8065  0.2778  3.0191
C  4.7732  0.2596  4.0087
C  1.9499  1.4037  1.7983
C  0.6307  1.2323  2.2043
C  0.1600  1.1194  3.5282
C  -1.2180  0.9800  3.4671
C  -1.5571  0.9865  2.1198
N  -0.4651  1.1392  1.3355
C  2.3522  1.6014  0.4716
C  3.6668  1.7944  0.0194
C  3.6105  2.0587  -1.3459
C  2.2715  2.0337  -1.6952
N  1.4808  1.7627  -0.6211
H  4.2958  3.3690  5.2833
H  2.5567  3.3906  3.5307
H  3.6686  -0.5902  2.3859
H  5.3979  -0.6115  4.1493
H  0.7736  1.1431  4.4140
H  -1.9000  0.8737  4.2940
H  -2.5467  0.8980  1.6997
H  4.5501  1.7430  0.6350
H  4.4385  2.2688  -2.0023
H  1.8530  2.2542  -2.6648
N  -1.4369  2.2756  -5.7925
N  -0.8866  1.5957  -4.7758
N  -0.2170  0.4797  -4.9730
C  0.0700  0.1123  -3.7429
N  -0.4227  0.9914  -2.8538
N  -1.0411  1.9505  -3.5422
H  -1.0289  2.0590  -6.6887
H  -1.6434  3.2404  -5.5865
H  0.6221  -0.7821  -3.5059

Cartesian forces (eV/Å) of the 3 atoms listed first:
-0.9154 1.0568 0.3822
-0.0657 -0.0332 -0.0560
0.1468 -0.0156 0.0029

Löwdin population analysis, charges in e, atoms 1 to 4:
1 Re 1.7043
2 C -0.0346
3 C -0.5556
4 C -0.0544

=====

This record from the OMol25 dataset describes a molecular structure, C34H30CoN7O7. The level of theory is the ωB97M-V functional and the def2-TZVPD basis.

Its net charge is +2. As for the highest occupied orbital energy: -13.99 eV. The calculation puts the frontier orbital gap at 7.69 eV. For the energy above the lowest of the compared OMol25 structures with the same formula, charge and spin, the calculation gives 0.0 kcal per mole.

CARTESIAN COORDINATES (ANGSTROEM)
Co  -0.5607  -0.4523  -0.4638
C  -3.9382  -1.5420  2.0786
O  -3.9253  -2.2596  0.8006
C  -2.9401  -1.7426  0.1114
N  -2.3083  -0.7240  0.5720
C  -2.9473  -0.3757  1.8764
C  -1.9715  -0.1834  3.0080
C  -1.9553  1.0129  3.7134
C  -1.0852  1.1832  4.7832
C  -0.2351  0.1525  5.1543
C  -0.2607  -1.0531  4.4621
C  -1.1269  -1.2211  3.3945
C  -2.5068  -2.3439  -1.1605
C  -3.0966  -3.3415  -1.9135
C  -2.4218  -3.7719  -3.0537
C  -1.1797  -3.2396  -3.3879
C  -0.6686  -2.2483  -2.5710
N  -1.3496  -1.8084  -1.5219
C  0.6481  -1.5906  -2.5972
N  0.9545  -0.7946  -1.6352
C  2.3589  -0.3541  -1.8729
C  2.6140  -0.8934  -3.2988
O  1.5156  -1.8350  -3.5334
C  2.7445  1.1019  -1.7612
C  4.1038  1.3740  -1.9234
C  4.5786  2.6729  -1.8615
C  3.7006  3.7228  -1.6262
C  2.3509  3.4588  -1.4631
C  1.8725  2.1545  -1.5333
H  -3.6090  -2.2429  2.8424
H  -4.9578  -1.2256  2.2725
H  -3.5062  0.5512  1.7307
H  -2.6287  1.8171  3.4359
H  -1.0829  2.1141  5.3339
H  0.4353  0.2803  5.9937
H  0.3886  -1.8656  4.7629
H  -1.1539  -2.1677  2.8670
H  -4.0385  -3.7754  -1.6086
H  -2.8554  -4.5473  -3.6705
H  -0.6194  -3.5860  -4.2449
H  2.9600  -0.9148  -1.1494
H  3.5415  -1.4462  -3.4036
H  2.5332  -0.1153  -4.0544
H  4.8047  0.5628  -2.0896
H  5.6350  2.8649  -1.9906
H  4.0694  4.7378  -1.5710
H  1.6604  4.2728  -1.2816
H  0.8170  1.9762  -1.4107
O  0.1561  0.8942  0.6243
C  1.1788  0.7437  1.3304
C  1.7853  -0.4876  1.6612
C  2.9424  -0.4595  2.4693
C  3.4724  -1.6319  2.9082
C  2.8861  -2.8665  2.5878
C  1.7656  -2.9150  1.8021
C  1.1857  -1.7276  1.3012
O  0.1192  -1.8348  0.5654
N  4.6756  -1.6044  3.7579
O  5.2069  -0.5280  3.9250
O  5.0401  -2.6600  4.2251
H  1.6092  1.6601  1.7430
H  3.4021  0.4795  2.7500
H  3.3384  -3.7704  2.9732
H  1.3053  -3.8592  1.5454
C  -3.4344  3.9184  -2.1989
N  -2.5604  2.7606  -2.2964
C  -1.9484  2.3034  -3.5239
C  -1.1219  1.1278  -3.0434
O  -0.4574  0.4329  -3.7687
N  -1.3229  0.9764  -1.6658
C  -2.1501  1.9864  -1.2973
N  -2.4585  2.2439  -0.0316
H  -3.2262  4.5777  -3.0378
H  -3.2314  4.4825  -1.2888
H  -4.4852  3.6300  -2.2298
H  -1.3030  3.0635  -3.9688
H  -2.6766  1.9775  -4.2682
H  -2.0148  1.7096  0.6939
H  -3.0357  3.0277  0.2159

Cartesian forces (eV/Å) of the 3 atoms listed first:
-0.3582 -0.3316 0.2201
0.0592 -0.0591 -0.0067
-0.0458 0.0748 -0.0228

Löwdin population analysis, charges in e, atoms 1 to 4:
1 Co 0.6246
2 C 0.0030
3 O 0.0927
4 C -0.2792

=====

This record from the OMol25 dataset describes a molecular structure, C34H30GaN5OS. The level of theory is the ωB97M-V functional and the def2-TZVPD basis.

Its net charge is +2. As for the highest occupied orbital energy: -14.01 eV. The calculation puts the frontier orbital gap at 9.28 eV.

CARTESIAN COORDINATES (ANGSTROEM)
Ga  -0.2476  0.3203  0.4419
C  1.8659  -1.6766  0.0383
N  0.7249  -1.1396  -0.7491
C  -0.2431  -2.1765  -1.1654
C  -1.0961  -2.4462  0.0352
N  -1.1551  -1.5618  1.0026
C  -2.0040  -2.0992  1.9715
C  -2.3898  -1.6131  3.2192
C  -3.2499  -2.3947  3.9606
C  -3.7154  -3.6328  3.4861
C  -3.3273  -4.1332  2.2611
C  -2.4600  -3.3385  1.5208
N  -1.8495  -3.5296  0.2829
C  2.0678  -0.8859  1.2991
N  1.2004  0.0096  1.7173
C  1.6524  0.4896  2.9453
C  1.0970  1.4218  3.8137
C  1.7858  1.6607  4.9843
C  2.9922  1.0035  5.2780
C  3.5518  0.0830  4.4141
C  2.8481  -0.1609  3.2415
N  3.0827  -1.0205  2.1653
H  2.7754  -1.6936  -0.5628
H  1.6433  -2.7080  0.3212
H  1.0745  -0.6276  -1.5534
H  0.2542  -3.0777  -1.5282
H  -0.8482  -1.7755  -1.9810
H  -2.0231  -0.6678  3.5979
H  -3.5754  -2.0531  4.9335
H  -4.3908  -4.2100  4.1022
H  -3.6807  -5.0903  1.9027
H  -1.9691  -4.3242  -0.3250
H  0.1786  1.9448  3.5736
H  1.3931  2.3745  5.6957
H  3.4952  1.2231  6.2098
H  4.4801  -0.4210  4.6460
H  3.8505  -1.6675  2.0786
O  1.0874  1.4394  -0.7066
S  1.2418  2.9674  -0.8902
C  2.9346  3.1731  -1.3661
C  3.2674  4.3688  -1.9840
C  4.5889  4.5876  -2.3478
C  5.5460  3.6123  -2.1056
C  5.1911  2.4102  -1.5018
C  3.8772  2.1847  -1.1247
C  1.2114  3.7188  0.7283
C  2.3418  3.8537  1.5315
C  2.2292  4.5122  2.7454
C  1.0047  5.0287  3.1502
C  -0.1193  4.8862  2.3476
C  -0.0204  4.2365  1.1266
H  2.5091  5.1159  -2.1875
H  4.8655  5.5146  -2.8310
H  6.5730  3.7832  -2.3989
H  5.9426  1.6508  -1.3305
H  3.5777  1.2578  -0.6537
H  3.3031  3.4808  1.2070
H  3.1060  4.6411  3.3660
H  0.9302  5.5621  4.0894
H  -1.0683  5.3043  2.6558
H  -0.8856  4.1538  0.4810
C  -4.1019  2.9974  -0.1713
C  -3.9281  2.3003  1.0167
C  -2.8102  1.4960  1.1916
C  -1.8364  1.3972  0.1963
C  -2.0311  2.0977  -0.9975
C  -3.1582  2.8859  -1.1842
H  -4.9766  3.6185  -0.3118
H  -4.6673  2.3768  1.8034
H  -2.7105  0.9445  2.1197
H  -1.3020  2.0338  -1.7978
H  -3.3007  3.4131  -2.1186

Cartesian forces (eV/Å) of the 3 atoms listed first:
-0.1314 -0.0674 -0.0453
-0.0331 -0.0229 0.0498
0.0205 -0.0267 -0.0061

Löwdin population analysis, charges in e, atoms 1 to 4:
1 Ga 0.5567
2 C -0.0404
3 N -0.0508
4 C -0.0573